Model i:
Below is C3H3NS2 in the gas phase, with properties calculated with ωB97M-V/def2-TZVPD.

Last columns: bonded neighbours and bond lengths (Å).
Element x y z (Å)
1 C 0.033 1.064 -0.668  N4 1.216, H7 1.031
2 C -1.408 -1.363 0.275  S5 1.587, H8 1.135
3 C 1.765 -0.146 0.551  N4 1.287, S6 1.799, H9 1.013
4 N 1.032 0.471 -0.308  C1 1.216, C3 1.287
5 S -0.672 -2.005 1.525  C2 1.587, S6 2.224
6 S 1.431 -1.894 0.811  C3 1.799, S5 2.224
7 H 0.098 1.451 -1.622  C1 1.031
8 H -2.508 -1.295 0.548  C2 1.135
9 H 2.501 0.382 1.005  C3 1.013

Output
* Kohn-Sham gap: 0.272 hartree

***

Model ii:
Below is C3H3NS2 in the gas phase, with properties calculated with ωB97M-V/def2-TZVPD.

Last columns: bonded neighbours and bond lengths (Å).
Element x y z (Å)
1 C -0.085 0.378 1.107  C2 1.450, S8 1.625, S9 1.908
2 C -0.708 -0.165 -0.084  C1 1.450, C3 1.451, H4 1.089, H5 1.320
3 C 0.390 -0.289 -1.023  C2 1.451, H6 1.165, N7 1.264
4 H -1.572 0.367 -0.478  C2 1.089
5 H -0.779 -1.454 0.190  C2 1.320
6 H 0.203 -0.585 -2.135  C3 1.165
7 N 1.587 -0.003 -0.734  C3 1.264, S9 1.705
8 S -0.835 1.195 2.295  C1 1.625
9 S 1.799 0.556 0.863  C1 1.908, N7 1.705

Output
* Kohn-Sham gap: 0.298 hartree
* SMILES string: S=C1CC=NS1

***

Which one is most stable, and which one is least stable? model ii is the most stable of them, while model i is the least stable.

***

Model i:
Below is C3H3NS2 in the gas phase, with properties calculated with ωB97M-V/def2-TZVPD.

Last columns: bonded neighbours and bond lengths (Å).
Element x y z (Å)
1 C -0.392 -0.673 0.745  C2 1.657, H5 1.064, H6 1.160, S8 1.980
2 C 0.916 0.153 0.152  C1 1.657, C3 1.461, S9 1.583
3 C 0.795 1.605 0.045  C2 1.461, N7 1.262
4 H -1.467 -1.073 -1.482  S8 1.350
5 H -0.834 -0.422 1.680  C1 1.064
6 H -0.008 -1.732 0.471  C1 1.160
7 N 0.552 2.773 -0.367  C3 1.262
8 S -1.647 -0.030 -0.644  C1 1.980, H4 1.350
9 S 2.086 -0.601 -0.601  C2 1.583

Output
* Kohn-Sham gap: 0.293 hartree
* SMILES string: N#CC(=S)CS

***

Model ii:
Below is C3H3NS2 in the gas phase, with properties calculated with ωB97M-V/def2-TZVPD.

Last columns: bonded neighbours and bond lengths (Å).
Element x y z (Å)
1 C -2.156 -0.481 -0.192  C2 1.405, N4 1.152
2 C -0.997 0.062 0.389  C1 1.405, C3 1.523, S6 1.740
3 C 0.010 1.116 -0.052  C2 1.523, S6 1.778, H7 1.094, H8 1.130
4 N -3.198 -0.828 -0.537  C1 1.152
5 S 2.618 -1.078 -0.347  S6 2.409, H9 1.424
6 S 0.652 -0.301 0.809  C2 1.740, C3 1.778, S5 2.409
7 H -0.109 2.113 0.383  C3 1.094
8 H 0.112 1.317 -1.160  C3 1.130
9 H 3.067 -1.922 0.709  S5 1.424

Output
* Kohn-Sham gap (alpha / beta): 0.256 / 0.262 hartree

***

Which one is most stable, and which one is least stable? model i is the most stable of them, while model ii is the least stable.

***

Model i:
Below is C3H3NS2 in the gas phase, with properties calculated with ωB97M-V/def2-TZVPD.

Last columns: bonded neighbours and bond lengths (Å).
Element x y z (Å)
1 C -0.924 -0.016 1.224  C2 1.410, N4 1.145
2 C -0.507 0.490 -0.024  C1 1.410, C3 1.457, S5 1.893
3 C 0.221 -0.350 -0.966  C2 1.457, S6 1.878, H7 1.104, H8 1.195
4 N -1.410 -0.469 2.157  C1 1.145
5 S -0.616 2.363 -0.271  C2 1.893
6 S 1.503 -1.149 0.150  C3 1.878, H9 1.358
7 H 0.769 0.249 -1.713  C3 1.104
8 H -0.565 -1.138 -1.402  C3 1.195
9 H 1.528 0.018 0.845  S6 1.358

Output
* Kohn-Sham gap (alpha / beta): 0.269 / 0.268 hartree
* SMILES string: N#CC(=S)CS

***

Model ii:
Below is C3H3NS2 in the gas phase, with properties calculated with ωB97M-V/def2-TZVPD.

Last columns: bonded neighbours and bond lengths (Å).
Element x y z (Å)
1 C 0.257 -0.152 -1.038  C2 1.289, N4 1.207
2 C 0.580 -0.070 -2.284  C1 1.289, H7 1.181, H8 1.073
3 C -0.521 -0.007 1.280  N4 1.319, S5 1.642, S6 1.775
4 N 0.132 -0.244 0.159  C1 1.207, C3 1.319
5 S -2.128 -0.276 1.490  C3 1.642
6 S 0.574 0.461 2.596  C3 1.775, H9 1.334
7 H 0.055 -0.726 -3.115  C2 1.181
8 H 1.433 0.491 -2.611  C2 1.073
9 H -0.383 0.522 3.523  S6 1.334

Output
* Kohn-Sham gap: 0.304 hartree
* SMILES string: C=C=NC(=S)S

***

Which one is most stable, and which one is least stable? model ii is the most stable of them, while model i is the least stable.

***

Model i:
Below is 2 unconnected molecules or ions with the total composition C5H12N3, with properties calculated with ωB97M-V/def2-TZVPD.

Last columns: bonded neighbours and bond lengths (Å).
Element x y z (Å)
1 C -1.047 -1.376 -0.472  N6 1.245, N8 1.425, H9 1.063
2 C 2.821 -1.261 -1.267  N7 1.248, H10 1.064, H11 1.103
3 C -0.638 0.768 0.642  C4 1.458, C5 1.499, N8 1.278
4 C -1.967 0.881 1.230  C3 1.458, H12 1.070, H13 1.065, H14 1.128
5 C 0.375 1.836 0.928  C3 1.499, H15 1.100, H16 1.099, H17 1.134
6 N -2.226 -1.555 -0.117  C1 1.245, H18 1.029
7 N 2.114 -0.233 -1.235  C2 1.248, H19 1.073
8 N -0.329 -0.188 -0.148  C1 1.425, C3 1.278, H20 1.124
9 H -0.477 -2.076 -1.034  C1 1.063
10 H 3.515 -1.609 -1.994  C2 1.064
11 H 2.603 -1.987 -0.466  C2 1.103
12 H -2.463 1.829 1.203  C4 1.070
13 H -2.023 0.686 2.275  C4 1.065
14 H -2.451 -0.044 0.803  C4 1.128
15 H 1.241 1.349 1.398  C5 1.100
16 H -0.139 2.595 1.535  C5 1.099
17 H 0.579 2.281 -0.095  C5 1.134
18 H -2.643 -2.269 -0.730  N6 1.029
19 H 2.416 0.499 -1.959  N7 1.073
20 H 0.738 -0.126 -0.498  N8 1.124

Output
* charge: +1
* Kohn-Sham gap (alpha / beta): 0.285 / 0.264 hartree
* 2S+1: 3
* <S²>: 2.022

***

Model ii:
Below is 2 unconnected molecules or ions with the total composition C5H12N3, with properties calculated with ωB97M-V/def2-TZVPD.

Last columns: bonded neighbours and bond lengths (Å).
Element x y z (Å)
1 C 1.692 -1.957 0.340  C3 1.405, N6 1.170
2 C -0.647 2.265 -0.727  C4 1.503, H9 1.112, H10 1.044, H11 1.140
3 C 2.135 -0.688 0.749  C1 1.405, N7 1.414, H12 1.146, H13 1.098
4 C -1.221 1.004 -0.146  C2 1.503, C5 1.508, H14 1.093, H15 1.077
5 C -0.406 -0.231 -0.434  C4 1.508, N8 1.454, H16 1.075
6 N 1.148 -2.912 -0.061  C1 1.170
7 N 0.913 -0.076 1.109  C3 1.414, H17 1.053
8 N -1.091 -1.460 -0.066  C5 1.454, H18 1.027, H19 1.016, H20 1.001
9 H -0.497 2.224 -1.828  C2 1.112
10 H 0.314 2.453 -0.366  C2 1.044
11 H -1.520 2.947 -0.455  C2 1.140
12 H 2.806 -0.647 1.677  C3 1.146
13 H 2.699 -0.253 -0.087  C3 1.098
14 H -2.287 0.921 -0.376  C4 1.093
15 H -1.136 1.119 0.922  C4 1.077
16 H 0.004 -0.316 -1.424  C5 1.075
17 H 0.748 0.960 1.197  N7 1.053
18 H -0.393 -2.212 -0.078  N8 1.027
19 H -1.789 -1.566 -0.797  N8 1.016
20 H -1.472 -1.577 0.852  N8 1.001

Output
* charge: +1
* Kohn-Sham gap (alpha / beta): 0.305 / 0.315 hartree
* 2S+1: 3
* <S²>: 2.008

***

Which one is most stable, and which one is least stable? model i is the most stable of them, while model ii is the least stable.

***

Model i:
Below is 3 unconnected molecules or ions with the total composition C3H13NO2S, with properties calculated with ωB97M-V/def2-TZVPD.

Last columns: bonded neighbours and bond lengths (Å).
Element x y z (Å)
1 C 1.652 -0.972 0.330  C2 1.593, N5 1.564, H6 1.147, H7 1.095
2 C 1.698 0.246 -0.695  C1 1.593, C3 1.569, H8 1.085, H9 1.089
3 C 0.240 0.734 -1.009  C2 1.569, S4 1.768, H10 1.053, H11 1.122
4 S 0.109 1.961 -2.275  C3 1.768, H12 1.267
5 N 0.973 -0.467 1.646  C1 1.564, H13 0.988, H14 0.977
6 H 2.690 -1.406 0.550  C1 1.147
7 H 1.007 -1.721 -0.142  C1 1.095
8 H 2.219 0.998 -0.111  C2 1.085
9 H 2.247 -0.084 -1.576  C2 1.089
10 H -0.142 1.055 -0.082  C3 1.053
11 H -0.312 -0.222 -1.212  C3 1.122
12 H -0.625 1.460 -3.179  S4 1.267
13 H 1.157 0.504 1.642  N5 0.988
14 H 1.239 -0.910 2.475  N5 0.977
15 H -1.171 1.073 1.294  O17 0.962
16 H -2.637 0.899 1.648  O17 0.939
17 O -1.839 0.420 1.522  H15 0.962, H16 0.939
18 H -2.592 -0.657 0.108  O20 0.904
19 H -2.762 -1.875 -0.441  O20 0.925
20 O -3.150 -1.037 -0.493  H18 0.904, H19 0.925

Output
* Kohn-Sham gap: 0.360 hartree
* SMILES string: NCCCS.O.O

***

Model ii:
Below is 3 unconnected molecules or ions with the total composition C3H13NO2S, with properties calculated with ωB97M-V/def2-TZVPD.

Last columns: bonded neighbours and bond lengths (Å).
Element x y z (Å)
1 C -2.418 -0.262 -0.072  N2 1.489, H6 1.172, H7 1.107, H8 1.132
2 N -1.591 0.149 1.096  C1 1.489, C3 1.438, H9 1.046
3 C -0.251 -0.284 0.802  N2 1.438, C4 1.537, H10 1.144, H11 1.139
4 C 0.308 0.307 -0.502  C3 1.537, S5 1.889, H12 1.102, H13 1.092
5 S 1.931 1.213 -0.164  C4 1.889, H14 1.292
6 H -1.984 -0.056 -1.141  C1 1.172
7 H -2.375 -1.368 -0.113  C1 1.107
8 H -3.466 0.075 0.190  C1 1.132
9 H -1.879 -0.434 1.914  N2 1.046
10 H -0.053 -1.409 0.859  C3 1.144
11 H 0.402 -0.039 1.704  C3 1.139
12 H -0.357 1.120 -0.836  C4 1.102
13 H 0.326 -0.347 -1.376  C4 1.092
14 H 1.787 1.443 1.099  S5 1.292
15 H 1.458 -3.750 -2.464  O17 0.994
16 H 0.176 -3.608 -3.149  O17 0.952
17 O 0.737 -4.317 -2.847  H15 0.994, H16 0.952
18 H -1.131 2.173 1.218  O20 1.067
19 H -0.657 3.248 2.121  O20 0.962
20 O -0.467 2.308 2.042  H18 1.067, H19 0.962

Output
* Kohn-Sham gap: 0.341 hartree
* SMILES string: CNCCS.O.O

***

Which one is most stable, and which one is least stable? model i is the most stable of them, while model ii is the least stable.